Formula: C8H7HgNO4
Source: OMol25
Level of theory: wB97M-V/def2-TZVPD

Calculated values
energy relative to the best compared isomer or geometry (same formula, charge and spin) = 15.6 kcal/mol
strongest force on any atom = 3.74 eV Å⁻¹
HOMO-LUMO gap = 7.04 eV
charge = +2
calculated total energy = -817.42263 hartree

```
21
Properties=species:S:1:pos:R:3:forces:R:3:lowdin_charge:R:1
Hg -0.0051 -0.0575 0.0049 -0.2 -1.6 0.1 0.92
C 2.3867 -0.7782 1.2755 2.9 1.6 1.2 0.03
H 0.2193 -3.4662 1.5983 0.6 -0.2 0.3 0.06
H -1.0010 -3.5083 -1.1413 -0.6 -0.1 -0.3 0.06
C 0.1998 -3.5258 0.5255 0.0 0.6 -0.1 -0.08
C -2.5182 -0.3860 -1.1992 -2.3 1.9 -1.4 0.03
C 0.5184 4.6231 -0.3031 0.0 0.3 0.0 0.01
O -3.4179 0.1093 -1.7044 2.7 -1.8 1.5 0.13
O 3.3802 -0.4239 1.7243 -3.2 -1.4 -1.4 0.13
H 1.4757 4.9581 0.1324 -0.3 -0.5 -0.1 0.12
C -1.2774 -0.4874 2.4570 -0.9 1.6 2.0 0.03
C 1.1038 -1.0700 -2.3545 1.2 1.1 -2.1 0.03
H -0.2849 5.1616 0.2290 0.2 -0.5 -0.1 0.12
C 0.3539 3.1617 -0.2076 0.2 1.9 -0.1 -0.11
H -1.8421 -3.3028 0.5580 -0.6 -0.1 -0.3 0.06
N 0.2282 2.0314 -0.1330 -0.1 -0.7 0.0 0.07
C -0.9802 -3.4333 -0.0698 0.2 0.6 0.0 -0.08
H 1.0605 -3.6717 -0.1012 0.6 -0.2 0.3 0.06
O 1.6208 -0.8602 -3.3466 -1.3 -0.8 2.5 0.13
H 0.5008 4.9700 -1.3508 0.0 -0.5 0.3 0.12
O -1.7215 -0.0438 3.4067 1.1 -1.4 -2.3 0.13
```
Forces are in eV/Å.